1.
# C25H55Cl22NOSi

12 unconnected molecules or ions with the total composition C25H55Cl22NOSi in a non-equilibrium geometry (the ωB97M-V functional and the def2-TZVPD basis, OMol25).

Geometry as XYZ:
```
105
C25H55Cl22NOSi, DFT the ωB97M-V functional and the def2-TZVPD basis
N 4.392 -3.491 -2.686
C 5.603 -3.630 -3.438
C 6.071 -5.037 -3.477
O 5.183 -5.879 -2.876
C 6.360 -5.447 -4.861
Si 7.958 -4.585 -5.379
H 4.237 -2.538 -2.597
H 3.643 -3.821 -3.215
H 5.486 -3.236 -4.394
H 6.313 -3.067 -2.972
H 6.978 -5.062 -2.995
H 5.653 -6.310 -2.258
H 5.576 -5.228 -5.491
H 6.578 -6.453 -4.843
H 8.223 -4.707 -6.827
H 7.808 -3.148 -5.054
H 9.085 -5.084 -4.562
Cl 3.930 0.008 -1.774
C 2.757 -1.028 -0.917
C 1.587 -0.250 -0.398
Cl 2.045 0.854 0.926
H 3.283 -1.538 -0.121
H 2.411 -1.772 -1.627
H 0.842 -0.933 -0.001
H 1.126 0.345 -1.172
Cl 0.795 3.146 -2.431
C -0.963 3.435 -2.298
C -1.526 2.918 -1.008
Cl -1.508 1.138 -0.919
H -1.442 2.981 -3.158
H -1.114 4.509 -2.348
H -2.561 3.227 -0.910
H -0.976 3.297 -0.158
Cl -4.194 0.633 3.117
C -2.435 0.835 2.900
C -1.945 2.153 3.420
Cl -2.534 3.525 2.429
H -2.214 0.717 1.846
H -1.954 0.033 3.447
H -0.861 2.180 3.386
H -2.258 2.319 4.442
Cl -3.957 1.510 6.499
C -3.590 -0.113 7.122
C -2.154 -0.248 7.541
Cl -1.034 -0.193 6.151
H -3.858 -0.828 6.344
H -4.236 -0.277 7.978
H -2.007 -1.206 8.028
H -1.866 0.536 8.228
Cl -5.976 -1.829 5.916
C -7.348 -1.916 4.779
C -8.209 -0.691 4.848
Cl -9.094 -0.580 6.391
H -7.913 -2.812 5.002
H -6.928 -2.011 3.783
H -8.949 -0.726 4.055
H -7.620 0.211 4.735
Cl -1.531 4.410 6.623
C -2.599 5.402 5.594
C -2.052 6.782 5.377
Cl -2.075 7.758 6.868
H -3.576 5.432 6.058
H -2.684 4.890 4.639
H -2.662 7.302 4.646
H -1.033 6.748 5.016
Cl -10.157 -1.595 2.085
C -11.170 -0.569 1.037
C -10.602 0.813 0.901
Cl -10.692 1.721 2.429
H -12.167 -0.549 1.455
H -11.212 -1.047 0.064
H -11.171 1.368 0.162
H -9.567 0.784 0.589
Cl -1.677 1.925 -6.197
C 0.038 2.406 -6.101
C 0.896 1.651 -7.074
Cl 1.057 -0.077 -6.671
H 0.358 2.273 -5.077
H 0.084 3.465 -6.333
H 1.897 2.069 -7.074
H 0.496 1.717 -8.078
Cl 3.427 -4.251 -10.031
C 1.728 -4.113 -9.510
C 1.557 -3.127 -8.392
Cl 2.296 -3.700 -6.874
H 1.386 -5.099 -9.223
H 1.157 -3.786 -10.373
H 0.501 -2.977 -8.194
H 1.998 -2.171 -8.637
Cl 3.711 5.125 -0.025
C 4.196 3.588 0.742
C 5.636 3.588 1.160
Cl 6.742 3.588 -0.239
H 3.989 2.787 0.045
H 3.565 3.456 1.616
H 5.840 2.689 1.732
H 5.872 4.450 1.771
Cl 6.373 -2.488 3.255
C 4.784 -1.898 3.800
C 4.351 -0.670 3.053
Cl 5.351 0.752 3.441
H 4.842 -1.713 4.864
H 4.070 -2.698 3.627
H 3.330 -0.419 3.318
H 4.398 -0.819 1.984
```

Computed properties:
Charge: 0
E_tot (Eh): -11529.2532
Highest occupied orbital energy (eV): -9.1773
Maximum force (eV/A): 4.81

2.
# C25H55ClN3O13P3

4 unconnected molecules or ions with the total composition C25H55ClN3O13P3 in a non-equilibrium geometry (the ωB97M-V functional and the def2-TZVPD basis, OMol25).

Geometry as XYZ:
```
100
C25H55ClN3O13P3, DFT the ωB97M-V functional and the def2-TZVPD basis
N 1.444 2.149 8.055
C 1.002 3.098 7.665
C 0.500 4.395 7.046
Cl 0.678 5.749 8.212
C -0.923 4.277 6.392
C -1.041 2.838 5.871
N -1.047 1.754 5.597
C -2.130 4.489 7.360
C -3.324 5.086 6.491
O -3.637 6.435 6.861
C -4.650 4.283 6.665
N -5.070 4.357 8.092
H 1.214 4.601 6.220
H -0.959 4.909 5.483
H -1.957 5.226 8.162
H -2.522 3.522 7.738
H -3.067 5.127 5.404
H -2.831 6.873 7.169
H -4.570 3.238 6.292
H -5.421 4.788 6.043
H -6.073 4.193 8.156
H -4.573 3.588 8.542
C 1.762 -3.085 3.057
C 1.406 -3.235 1.589
O 0.777 -2.071 1.065
P 1.672 -0.810 0.456
O 2.725 -1.584 -0.290
O 0.720 -0.372 -0.806
C 1.158 -0.524 -2.153
C 0.762 -1.881 -2.699
O 0.802 0.305 1.333
C 0.589 0.210 2.734
C 1.820 0.610 3.522
H 2.446 -2.248 3.210
H 2.242 -3.993 3.429
H 0.868 -2.906 3.657
H 2.294 -3.510 1.017
H 0.692 -4.054 1.474
H 2.230 -0.350 -2.238
H 0.666 0.257 -2.739
H 1.105 -2.695 -2.061
H 1.173 -2.029 -3.700
H -0.326 -1.966 -2.755
H 0.225 -0.776 3.016
H -0.221 0.902 2.972
H 2.703 0.051 3.198
H 1.661 0.442 4.588
H 2.039 1.669 3.371
C -3.312 -6.378 0.995
C -2.017 -6.054 0.271
O -1.680 -7.040 -0.697
P -2.269 -6.958 -2.250
O -2.131 -5.479 -2.494
O -0.958 -7.487 -3.080
C -0.245 -6.628 -3.964
C 0.868 -5.905 -3.233
O -2.734 -8.556 -2.218
C -3.536 -9.120 -1.193
C -4.998 -8.743 -1.338
H -4.146 -6.444 0.292
H -3.543 -5.605 1.730
H -3.235 -7.331 1.521
H -2.076 -5.056 -0.167
H -1.198 -6.033 0.994
H -0.918 -5.932 -4.463
H 0.186 -7.260 -4.744
H 0.504 -5.376 -2.351
H 1.356 -5.184 -3.890
H 1.617 -6.617 -2.881
H -3.147 -8.876 -0.206
H -3.439 -10.204 -1.291
H -5.126 -7.660 -1.411
H -5.572 -9.114 -0.488
H -5.413 -9.178 -2.249
C 2.986 2.335 -3.875
C 3.361 2.761 -5.282
O 2.597 3.875 -5.728
P 3.077 5.432 -5.403
O 4.557 5.296 -5.645
O 2.644 6.164 -6.805
C 3.617 6.708 -7.692
C 4.063 5.675 -8.708
O 1.557 5.847 -4.867
C 0.843 5.113 -3.885
C 1.360 5.375 -2.485
H 3.150 3.149 -3.164
H 3.586 1.479 -3.559
H 1.935 2.046 -3.823
H 4.433 2.951 -5.340
H 3.150 1.941 -5.973
H 4.462 7.122 -7.141
H 3.141 7.543 -8.210
H 4.409 4.757 -8.232
H 4.869 6.069 -9.329
H 3.229 5.397 -9.356
H 0.824 4.051 -4.121
H -0.195 5.449 -3.947
H 2.438 5.208 -2.419
H 0.854 4.730 -1.765
H 1.178 6.414 -2.201
```

Computed properties:
Charge: 0
E_tot (Eh): -3612.2008
Highest occupied orbital energy (eV): -9.9600
Maximum force (eV/A): 7.91

3.
# C25H56BrNP

3 unconnected molecules or ions with the total composition C25H56BrNP in a non-equilibrium geometry (the ωB97M-V functional and the def2-TZVPD basis, OMol25).

Geometry as XYZ:
```
84
C25H56BrNP, DFT the ωB97M-V functional and the def2-TZVPD basis
Br 2.945 -0.658 -0.892
C -1.583 -4.294 -5.533
C -1.277 -4.167 -4.056
C -0.444 -2.925 -3.730
C -0.109 -2.827 -2.224
P -1.101 -1.636 -1.323
C -0.510 -1.511 0.419
C -1.537 -1.067 1.477
C -0.854 -0.277 2.604
C 0.197 -1.061 3.375
C -0.845 -0.049 -2.095
C -1.614 1.179 -1.515
C -1.069 2.431 -2.171
C -1.710 3.677 -1.543
C -2.824 -2.095 -1.365
C -3.652 -1.757 -2.613
C -5.074 -2.330 -2.639
C -5.927 -1.748 -3.757
H -2.330 -3.615 -5.948
H -2.003 -5.277 -5.767
H -0.647 -4.245 -6.092
H -0.764 -5.082 -3.734
H -2.152 -4.232 -3.395
H -0.924 -2.059 -4.189
H 0.507 -3.030 -4.256
H 0.873 -2.334 -2.191
H -0.037 -3.792 -1.727
H 0.345 -0.835 0.318
H -0.165 -2.495 0.737
H -2.083 -1.937 1.843
H -2.239 -0.340 1.057
H -1.612 0.137 3.271
H -0.461 0.581 2.042
H 1.142 -1.116 2.827
H -0.132 -2.076 3.596
H 0.450 -0.567 4.316
H -1.054 -0.090 -3.164
H 0.228 0.158 -1.997
H -1.496 1.224 -0.429
H -2.681 1.083 -1.721
H -1.298 2.484 -3.240
H 0.018 2.533 -2.144
H -1.653 3.698 -0.457
H -2.743 3.870 -1.842
H -1.201 4.558 -1.952
H -3.405 -1.583 -0.585
H -2.896 -3.132 -1.018
H -3.158 -2.121 -3.521
H -3.740 -0.672 -2.710
H -5.517 -2.058 -1.671
H -5.054 -3.422 -2.642
H -5.478 -1.927 -4.739
H -5.987 -0.673 -3.602
H -6.859 -2.308 -3.798
C 3.657 -0.997 4.907
C 3.635 0.467 5.362
C 3.960 1.503 4.272
C 2.990 1.424 3.091
N 3.203 2.551 2.080
C 2.876 3.869 2.813
C 1.955 4.584 1.832
C 1.173 3.433 1.242
C 2.253 2.441 0.904
C 4.615 2.522 1.551
H 2.906 -1.177 4.138
H 3.509 -1.666 5.753
H 4.630 -1.284 4.505
H 4.445 0.580 6.087
H 2.725 0.768 5.882
H 4.932 1.223 3.856
H 4.107 2.514 4.649
H 1.939 1.378 3.371
H 3.230 0.548 2.485
H 3.826 4.364 2.991
H 2.328 3.640 3.720
H 2.456 5.180 1.064
H 1.349 5.367 2.296
H 0.642 3.718 0.332
H 0.388 3.056 1.902
H 2.813 2.696 0.007
H 1.913 1.418 0.750
H 4.707 3.381 0.887
H 4.687 1.562 1.047
H 5.345 2.743 2.325
```

Computed properties:
Charge: +1
ΔE to the lowest compared entry with this formula, charge and spin (eV): 0.724
E_tot (Eh): -3956.0767
Highest occupied orbital energy (eV): -9.9496
Maximum force (eV/A): 1.81